Computed, not measured: a cluster of 2 separate species, C4H12N2O2 in total at a distorted geometry, with the ωB97M-V functional and the def2-TZVPD basis.

Geometry (Å):
C: -0.277136 -1.323860 2.421298
C: 0.131244 -1.081200 0.990414
N: -0.664243 -0.066466 0.439607
C: -1.468104 -0.336017 -0.745436
C: -0.886738 0.799169 -1.701381
N: 0.378636 0.645812 -2.189008
O: -1.382351 1.854071 -1.530128
H: -1.270396 -1.901695 2.422820
H: 0.404549 -2.056006 2.805729
H: -0.387986 -0.468820 2.921972
H: 1.234907 -0.700130 0.863610
H: 0.285124 -1.885716 0.251081
H: -1.132146 0.523967 1.091957
H: -1.123906 -1.286497 -1.226873
H: -2.506203 -0.295043 -0.608140
H: 0.777536 -0.155899 -2.409675
H: 0.931488 1.333784 -2.675772
O: 2.449087 2.302948 -0.684872
H: 1.598128 2.176712 -0.407341
H: 2.908509 1.920887 -0.029864

Forces on atoms 1 to 2 (eV/Å):
-1.00 -5.59 -2.89
3.23 1.05 -0.73

As for the net charge: 0. For the HOMO energy, the calculation gives -8.35 eV. For the LUMO energy, the calculation gives 0.8 eV. The calculation puts the energy relative to the best compared isomer or geometry (same formula, charge and spin) at 74.2 kcal per mole. For the gap between HOMO and LUMO, the calculation gives 0.336 Ha. The SMILES is CCNCC(N)=O.O.

***

Computed, not measured: a cluster of 2 separate species, C5H8BNO2 in total at a distorted geometry, with the ωB97M-V functional and the def2-TZVPD basis.

Geometry (Å):
B: -0.194984 1.623029 0.479724
C: 0.211971 -2.914873 -1.501699
C: -0.822949 -2.072102 -0.988889
C: 1.303638 -2.805660 -0.736768
C: -0.236807 -1.553152 0.154092
C: -0.113482 3.157432 1.114791
N: -0.667697 0.569716 1.246101
O: 0.992226 -1.901532 0.271957
O: 0.196362 1.574562 -0.799280
H: -0.053130 -3.514787 -2.359349
H: -1.931784 -1.844202 -1.278324
H: 2.146921 -3.343487 -0.593226
H: -0.266663 3.782382 0.276991
H: 0.734514 3.285821 1.685471
H: -0.925534 3.139729 1.836905
H: -0.867450 0.372395 2.215262
H: 0.494849 2.444730 -1.023760

Forces on atoms 1 to 2 (eV/Å):
0.24 1.56 1.85
-2.05 -0.36 -1.23

As for the net charge: 0. For the HOMO energy, the calculation gives -9.10 eV. For the LUMO energy, the calculation gives -1.3 eV. The calculation puts the energy relative to the best compared isomer or geometry (same formula, charge and spin) at 111.8 kcal per mole. For the gap between HOMO and LUMO, the calculation gives 0.288 Ha.

***

Computed, not measured: a cluster of 8 separate species, C34H79N2O10S7 in total at a distorted geometry, with the ωB97M-V functional and the def2-TZVPD basis.

Geometry (Å):
C: -0.651200 -2.741328 -3.071428
C: -0.138187 -1.475305 -3.900631
C: -1.039769 -1.197500 -5.160947
N: -2.044500 -0.091036 -5.011655
C: -3.214445 -0.462137 -5.957864
N: -4.088603 -1.502464 -5.449963
C: -2.648466 0.050293 -3.649965
O: -1.944795 0.928740 -2.798682
C: -1.769108 0.404510 -1.471725
C: -3.052258 0.574471 -0.541090
O: -2.882818 1.525902 0.492710
C: -1.905480 1.112298 1.465818
C: -2.498840 0.859328 2.908308
C: -1.523889 1.222191 -5.572147
O: -0.241593 1.563113 -5.088462
C: 0.733584 1.587349 -6.106035
C: 1.848091 0.637646 -5.945674
C: 2.939830 0.508965 -6.887366
C: 4.046700 -0.556657 -6.574704
C: 2.928684 1.369337 -8.068052
C: 1.852483 2.326305 -8.219590
C: 0.739385 2.469894 -7.263782
C: -0.371719 3.538196 -7.488468
C: -0.785222 4.328445 -6.171996
C: -1.639601 2.979521 -8.309664
H: -0.332974 -3.672788 -3.621690
H: -1.764436 -2.791740 -2.993069
H: -0.113727 -2.763144 -2.094289
H: 0.864352 -1.797514 -4.301927
H: 0.063776 -0.586932 -3.258776
H: -1.494626 -2.182039 -5.456744
H: -0.337564 -0.940191 -6.004723
H: -3.777252 0.484354 -6.151696
H: -2.738437 -0.813570 -6.909384
H: -4.844995 -1.144156 -4.869541
H: -3.598321 -2.226853 -4.926717
H: -2.822466 -0.914935 -3.115627
H: -3.672652 0.504341 -3.804955
H: -1.498842 -0.682971 -1.446381
H: -0.892266 0.949346 -1.023959
H: -3.304375 -0.447509 -0.123440
H: -3.925793 0.882689 -1.168727
H: -1.185840 1.972691 1.575027
H: -1.317033 0.202537 1.186246
H: -1.839845 0.058417 3.376720
H: -3.549876 0.478714 2.911681
H: -2.345464 1.775741 3.527580
H: -1.405810 1.024806 -6.675007
H: -2.276262 2.035760 -5.400338
H: 1.861736 -0.011155 -5.043689
H: 3.808458 -0.973415 -5.553975
H: 3.980659 -1.420652 -7.279752
H: 5.079530 -0.094687 -6.486962
H: 3.746029 1.265034 -8.823281
H: 1.850070 2.991128 -9.119646
H: 0.078250 4.317037 -8.167579
H: -0.891229 5.409093 -6.471281
H: 0.093975 4.306878 -5.475686
H: -1.727437 3.955924 -5.708731
H: -1.652908 3.466366 -9.318410
H: -2.564194 3.282979 -7.762878
H: -1.548839 1.878095 -8.483865
C: 9.311476 1.409333 -6.783089
S: 7.981503 0.397690 -7.454459
O: 7.326062 -0.298275 -6.306742
C: 9.047266 -0.799912 -8.275807
H: 8.868572 2.210009 -6.191856
H: 9.956019 0.801969 -6.146373
H: 9.889521 1.841435 -7.600962
H: 9.708134 -1.270450 -7.546690
H: 9.633469 -0.297325 -9.046125
H: 8.418273 -1.559866 -8.738786
C: -3.996916 7.522147 -9.067641
S: -3.225855 5.977392 -8.556129
O: -3.958152 4.869397 -9.230536
C: -3.796490 6.042588 -6.846666
H: -3.800399 7.668237 -10.129102
H: -5.073682 7.473361 -8.901315
H: -3.565643 8.349983 -8.503076
H: -4.886243 6.087493 -6.821012
H: -3.371913 6.918147 -6.353469
H: -3.459071 5.142791 -6.335947
C: 1.989597 1.521842 5.424353
S: 1.530208 -0.064466 4.704937
O: 0.143783 0.078447 4.157598
C: 1.406511 -0.954185 6.263325
H: 2.084772 2.250177 4.619310
H: 1.218642 1.851226 6.122335
H: 2.946331 1.425015 5.938704
H: 0.672301 -0.471334 6.909228
H: 2.379331 -0.973605 6.750925
H: 1.089546 -1.974095 6.054707
C: 2.364193 -3.796361 10.758616
S: 1.421387 -3.628455 9.235403
O: 2.108997 -2.599292 8.392924
C: -0.012979 -2.841792 9.984040
H: 3.329627 -4.239888 10.518011
H: 2.515994 -2.815516 11.211153
H: 1.829177 -4.450274 11.447573
H: 0.285835 -1.923869 10.483676
H: -0.470116 -3.524670 10.696767
H: -0.730014 -2.609314 9.194685
C: 5.290059 -8.718886 8.967082
S: 4.912676 -6.992222 9.316508
O: 3.792719 -6.969663 10.299335
C: 4.215933 -6.617160 7.697192
H: 5.706304 -9.168080 9.868054
H: 4.379605 -9.249287 8.684517
H: 6.024336 -8.776281 8.162394
H: 3.371994 -7.277960 7.493849
H: 4.984205 -6.741093 6.932709
H: 3.873475 -5.581802 7.700890
C: -5.155472 3.445480 3.529302
S: -6.923185 3.573997 3.852222
O: -7.135043 3.280457 5.294945
C: -7.390490 2.098914 2.926708
H: -4.650689 4.257734 4.051449
H: -4.777852 2.490283 3.894998
H: -4.971477 3.536585 2.457467
H: -6.873434 1.227279 3.330945
H: -7.136035 2.233373 1.874255
H: -8.466941 1.959174 3.023287
C: 0.219622 -3.402713 15.056281
S: -0.730049 -3.239637 13.534736
O: -0.046583 -2.218673 12.689170
C: -2.162377 -2.446164 14.285504
H: 1.183830 -3.847906 14.812885
H: 0.376059 -2.420537 15.504122
H: -0.313266 -4.053028 15.751244
H: -1.858186 -1.523266 14.780923
H: -2.620320 -3.126547 15.004581
H: -2.880114 -2.215869 13.498481

Forces on atoms 1 to 2 (eV/Å):
0.76 0.20 -0.81
0.15 -1.19 0.00

As for the net charge: +1. For the HOMO energy, the calculation gives -9.67 eV. For the LUMO energy, the calculation gives -2.0 eV. For the gap between HOMO and LUMO, the calculation gives 0.281 Ha.